{"formula": "C13H19N", "method": "ωB97M-V/def2-TZVPD", "relative_energy_kcal_mol": 60.74, "gap_ev": 8.74, "lumo_energy_ev": 0.9, "smiles": "CCc1c[nH]c2ccccc12.CCC", "charge": 0, "elements": ["C", "C", "C", "C", "N", "C", "C", "C", "C", "C", "C", "H", "H", "H", "H", "H", "H", "H", "H", "H", "H", "H", "C", "C", "C", "H", "H", "H", "H", "H", "H", "H", "H"], "positions_angstrom": [[-2.5581, -1.0429, 0.6741], [-1.5800, -2.2600, 0.8898], [-0.2074, -1.7903, 0.7183], [0.9250, -1.8036, 1.5476], [2.0741, -1.3990, 0.8762], [1.7342, -1.1074, -0.4423], [2.4951, -0.7546, -1.5637], [1.8382, -0.4912, -2.7459], [0.4833, -0.7994, -2.9130], [-0.2847, -1.2600, -1.8068], [0.3160, -1.3224, -0.5517], [-2.9178, -0.9297, -0.3221], [-1.9186, -0.1313, 1.0888], [-3.5412, -0.9556, 1.2315], [-1.8956, -2.6767, 1.7382], [-1.8479, -2.8762, 0.0045], [0.9738, -1.9874, 2.5181], [2.8832, -1.0483, 1.2578], [3.4487, -0.5835, -1.3590], [2.3743, -0.2095, -3.7169], [-0.1642, -0.5466, -3.7646], [-1.3775, -1.3565, -2.0293], [-1.2513, 2.2266, 0.2440], [0.0626, 1.8308, 0.9915], [0.9415, 3.1273, 1.1032], [-0.9227, 2.6232, -0.7542], [-1.8842, 1.3474, 0.2160], [-1.8010, 2.9381, 0.8784], [0.6841, 1.0018, 0.5816], [-0.2164, 1.4898, 1.9317], [1.9950, 3.2071, 0.8893], [0.6728, 3.6034, 2.1100], [0.4667, 3.9366, 0.4789]], "forces_ev_per_a": [[0.710, 2.194, 2.665], [-1.703, 2.288, -4.458], [3.566, 0.036, 0.573], [-1.637, 1.171, -4.444], [-2.463, -0.588, -2.034], [-1.888, -0.460, -0.233], [-3.889, -0.155, 0.791], [0.412, -0.385, -2.631], [-1.710, 0.010, 1.750], [-0.046, 1.294, -1.625], [0.364, -1.020, -0.129], [0.491, 0.425, -1.022], [-1.749, -1.720, -1.267], [1.218, -0.874, 0.040], [-0.366, -2.094, 3.473], [0.417, -0.426, 0.803], [0.232, -0.968, 4.122], [1.894, 0.578, 1.326], [4.330, 0.744, 0.065], [-0.436, -0.148, 1.805], [1.081, -0.234, -0.126], [1.082, -0.242, 0.729], [1.481, -0.554, 0.060], [1.346, 1.266, -1.942], [-2.717, 1.967, 1.251], [-0.981, -0.295, 0.839], [-0.110, 0.211, -0.805], [0.360, 0.242, -0.501], [-0.871, 0.594, -0.363], [-0.327, -0.507, 2.013], [0.353, -0.735, 0.192], [1.029, -0.727, -0.913], [0.525, -0.891, -0.006]], "nbo_charge": [-0.606, -0.431, -0.073, -0.010, -0.531, 0.153, -0.251, -0.203, -0.243, -0.198, -0.102, 0.204, 0.207, 0.212, 0.220, 0.211, 0.194, 0.403, 0.203, 0.217, 0.215, 0.213, -0.610, -0.404, -0.628, 0.210, 0.213, 0.201, 0.209, 0.190, 0.214, 0.201, 0.200]}